i.
ORCA calculation (wB97M-V/def2-TZVPD) on C6H11N5 in the gas phase.

Last columns: bonded neighbours and bond lengths (Å).
Cartesian coordinates (Å):
1 C -1.0642 -1.6095 0.6266  N7 1.155, N11 1.318
2 C -2.2822 0.4156 -0.1104  N8 1.236, N10 1.311, N11 1.715
3 C 2.4412 -0.2916 0.3863  C4 1.562, C5 1.606, H12 1.124, H13 1.038
4 C 1.7841 -0.1110 -1.0198  C3 1.562, C6 1.487, H14 1.086, H15 1.154
5 C 1.2591 0.1020 1.3998  C3 1.606, N9 1.490, H16 1.044, H17 1.107
6 C 0.7603 0.9449 -0.8011  C4 1.487, N9 1.488, H18 1.113, H19 1.035
7 N -1.5468 -2.5973 0.9816  C1 1.155
8 N -2.3538 1.6307 0.1034  C2 1.236, H20 1.068
9 N 0.1551 0.5152 0.4888  C5 1.490, C6 1.488, N11 1.397
10 N -3.0317 -0.5092 -0.6594  C2 1.311, H21 0.959, H22 0.974
11 N -0.8041 -0.4262 0.1075  C1 1.318, C2 1.715, N9 1.397
12 H 2.6308 -1.3990 0.4234  C3 1.124
13 H 3.2265 0.3856 0.4205  C3 1.038
14 H 2.4004 0.0535 -1.8993  C4 1.086
15 H 1.0407 -0.9688 -1.2258  C4 1.154
16 H 0.8667 -0.6677 1.9851  C5 1.044
17 H 1.4997 1.0830 1.8524  C5 1.107
18 H 1.2677 1.9310 -0.7113  C6 1.113
19 H 0.0677 1.0484 -1.5639  C6 1.035
20 H -1.5973 2.1628 0.6371  N8 1.068
21 H -3.9258 -0.2459 -0.8840  N10 0.959
22 H -2.7941 -1.4464 -0.5377  N10 0.974

## Properties
SMILES = [H]/N=C(/N)N(C#N)N1CCCC1
LUMO level = 0.8173 eV
HOMO energy = -8.50 eV

=====

ii.
ORCA calculation (wB97M-V/def2-TZVPD) on C6H11N5 in the gas phase.

Last columns: bonded neighbours and bond lengths (Å).
Cartesian coordinates (Å):
1 C 1.8040 -0.5669 -1.3934  N18 1.371, N19 1.362, N20 1.364
2 C -0.5573 0.2988 -1.6726  C3 1.554, H11 1.112, H12 1.045, N20 1.470
3 C -1.7526 0.1221 -0.6955  C2 1.554, C4 1.545, H13 1.135, H14 1.100
4 C -1.2579 0.1134 0.7684  C3 1.545, C5 1.391, N22 1.357
5 C -1.8207 -0.4588 1.9047  C4 1.391, H15 1.082, N21 1.361
6 C -0.1745 0.8438 2.4056  H17 1.141, N21 1.347, N22 1.262
7 H 3.1236 0.4712 -0.3778  N18 1.122
8 H 1.4211 1.0919 -0.3307  N18 1.037
9 H 3.6594 -1.2295 -1.3497  N19 1.052
10 H 0.4014 -1.5394 -2.2100  N20 1.016
11 H -0.0541 1.2606 -1.4323  C2 1.112
12 H -0.8809 0.4398 -2.6566  C2 1.045
13 H -2.5547 0.8928 -0.9207  C3 1.135
14 H -2.2644 -0.8320 -0.8872  C3 1.100
15 H -2.5470 -1.2567 1.8183  C5 1.082
16 H -1.2244 -0.2126 3.9454  N21 1.032
17 H 0.6511 1.3465 3.0126  C6 1.141
18 N 2.1621 0.6695 -0.9201  C1 1.371, H7 1.122, H8 1.037
19 N 2.6888 -1.5932 -1.5310  C1 1.362, H9 1.052
20 N 0.4640 -0.7533 -1.5692  C1 1.364, C2 1.470, H10 1.016
21 N -1.0764 0.0023 2.9472  C5 1.361, C6 1.347, H16 1.032
22 N -0.2104 0.8898 1.1448  C4 1.357, C6 1.262

## Properties
SMILES = [H]/N=C(\N)NCCc1c[nH]cn1
LUMO level = 0.6707 eV
HOMO energy = -8.00 eV

=====

Least stable: i

=====

i.
ORCA calculation (wB97M-V/def2-TZVPD) on a 2-piece molecular cluster, C5H11NO overall.

Last columns: bonded neighbours and bond lengths (Å).
Cartesian coordinates (Å):
1 C 0.1735 0.1791 -0.4519  C2 1.316, C4 1.542, H7 1.101
2 C -0.4588 0.2011 0.7024  C1 1.316, N3 1.455, H8 1.073
3 N -0.8081 -1.0373 1.3809  C2 1.455, H9 1.012, H10 1.007
4 C 0.3442 1.3579 -1.4307  C1 1.542, C5 1.524, H11 1.121, H12 1.110
5 C 0.6374 0.8505 -2.8379  C4 1.524, C6 1.330, H13 1.076
6 C -0.0142 1.2951 -3.9086  C5 1.330, H14 1.087, H15 1.097
7 H 0.6338 -0.6770 -0.9694  C1 1.101
8 H -0.5131 1.0573 1.3469  C2 1.073
9 H -0.4423 -1.0706 2.3237  N3 1.012
10 H -1.7927 -1.1986 1.2426  N3 1.007
11 H -0.5627 2.0162 -1.4683  C4 1.121
12 H 1.1236 2.0684 -1.0829  C4 1.110
13 H 1.2927 -0.0017 -2.8790  C5 1.076
14 H 0.2191 0.9068 -4.8967  C6 1.087
15 H -0.9035 1.8981 -3.6869  C6 1.097
16 H 0.6078 -1.8994 5.2452  O18 0.981
17 H 0.4381 -3.2658 6.0128  O18 0.971
18 O 0.0252 -2.6802 5.3575  H16 0.981, H17 0.971

## Properties
multiplicity = 2
<S²> = 0.750
net charge = -1
LUMO level (spin up / spin down) = 3.1102 / 3.0874 eV
HOMO energy (spin up / spin down) = 1.18 / -5.78 eV

=====

ii.
ORCA calculation (wB97M-V/def2-TZVPD) on a 2-piece molecular cluster, C5H11NO overall.

Last columns: bonded neighbours and bond lengths (Å).
Cartesian coordinates (Å):
1 C -0.4653 -0.5306 -0.3709  C2 1.387, C4 1.546, H7 1.078
2 C 0.2924 -1.2451 -1.2870  C1 1.387, N3 1.458, H8 1.046
3 N 0.2409 -0.9064 -2.7040  C2 1.458, H9 1.026, H10 1.074
4 C 0.2252 -0.1011 0.9440  C1 1.546, C5 1.557, H11 1.138, H12 1.033
5 C -0.7907 0.0614 2.1123  C4 1.557, C6 1.356, H13 1.103
6 C -0.9462 -0.5719 3.3015  C5 1.356, H14 1.057, H15 1.118
7 H -1.4114 -0.0722 -0.6077  C1 1.078
8 H 1.0605 -1.8946 -1.0000  C2 1.046
9 H 0.3404 -1.7003 -3.3467  N3 1.026
10 H -0.7590 -0.5569 -2.8840  N3 1.074
11 H 0.9912 -0.9369 1.0476  C4 1.138
12 H 0.9595 0.6229 1.0083  C4 1.033
13 H -1.5279 0.7820 1.7197  C5 1.103
14 H -1.7456 -0.2469 3.9124  C6 1.057
15 H -0.0063 -0.9963 3.7342  C6 1.118
16 H 0.1703 2.5363 -1.5305  O18 1.005
17 H 1.4149 1.7365 -1.5452  O18 1.036
18 O 1.1169 2.6743 -1.2225  H16 1.005, H17 1.036

## Properties
multiplicity = 2
<S²> = 0.752
net charge = -1
LUMO level (spin up / spin down) = 3.7592 / 3.7297 eV
HOMO energy (spin up / spin down) = 0.89 / -3.90 eV

=====

Least stable: ii

=====

i.
ORCA calculation (wB97M-V/def2-TZVPD) on C15H13N3O3S in the gas phase.

Last columns: bonded neighbours and bond lengths (Å).
Cartesian coordinates (Å):
1 C -7.4554 -1.7702 0.9726  H2 1.092, H3 1.087, H4 1.092, O5 1.419
2 H -7.8003 -2.2835 0.0725  C1 1.092
3 H -7.2718 -2.4821 1.7731  C1 1.087
4 H -8.2125 -1.0417 1.2710  C1 1.092
5 O -6.2170 -1.1230 0.7274  C1 1.419, C6 1.340
6 C -6.2247 -0.2027 -0.2467  O5 1.340, O7 1.208, C8 1.462
7 O -7.2036 0.0903 -0.8906  C6 1.208
8 C -4.9083 0.4046 -0.4385  C6 1.462, C9 1.376, O12 1.351
9 C -4.5168 1.3682 -1.3391  C8 1.376, C10 1.405, H35 1.070
10 C -3.1501 1.5922 -1.1003  C9 1.405, C11 1.373, H34 1.070
11 C -2.7987 0.7549 -0.0703  C10 1.373, O12 1.341, C13 1.477
12 O -3.8583 0.0362 0.3275  C8 1.351, C11 1.341
13 C -1.5014 0.5291 0.5986  C11 1.477, H14 1.089, H15 1.088, S16 1.853
14 H -1.6493 0.0625 1.5712  C13 1.089
15 H -0.9236 1.4458 0.6937  C13 1.088
16 S -0.4491 -0.6165 -0.4077  C13 1.853, C17 1.732
17 C 1.1103 -0.0191 0.0505  S16 1.732, N18 1.323, N21 1.347
18 N 1.3092 1.0140 0.8519  C17 1.323, N19 1.345
19 N 2.6504 1.1015 0.9095  N18 1.345, C20 1.354, H33 1.007
20 C 3.2086 0.1285 0.1510  N19 1.354, N21 1.321, C22 1.448
21 N 2.2455 -0.5886 -0.3994  C17 1.347, C20 1.321
22 C 4.6268 -0.0980 -0.0298  C20 1.448, C23 1.394, C27 1.395
23 C 5.5905 0.7039 0.5804  C22 1.394, C24 1.382, H32 1.080
24 C 6.9332 0.4445 0.3784  C23 1.382, C25 1.385, H31 1.080
25 C 7.3281 -0.6101 -0.4288  C24 1.385, C26 1.386, H30 1.080
26 C 6.3740 -1.4100 -1.0382  C25 1.386, C27 1.381, H29 1.080
27 C 5.0307 -1.1582 -0.8421  C22 1.395, C26 1.381, H28 1.078
28 H 4.2697 -1.7662 -1.3047  C27 1.078
29 H 6.6806 -2.2320 -1.6674  C26 1.080
30 H 8.3786 -0.8069 -0.5817  C25 1.080
31 H 7.6757 1.0684 0.8535  C24 1.080
32 H 5.3001 1.5304 1.2128  C23 1.080
33 H 3.0790 1.8193 1.4702  N19 1.007
34 H -2.5054 2.2755 -1.6136  C10 1.070
35 H -5.1448 1.8388 -2.0668  C9 1.070

## Properties
SMILES = COC(=O)c1ccc(CSc2n[nH]c(-c3ccccc3)n2)o1
LUMO level = 0.3906 eV
HOMO energy = -8.39 eV

=====

ii.
ORCA calculation (wB97M-V/def2-TZVPD) on C15H13N3O3S in the gas phase.

Last columns: bonded neighbours and bond lengths (Å).
Cartesian coordinates (Å):
1 C 2.3299 -1.3899 -2.7443  C2 1.498, H33 1.089, H34 1.087, H35 1.090
2 C 1.1618 -0.6401 -2.1817  C1 1.498, C3 1.387, C7 1.391
3 C 1.2826 0.6770 -1.7625  C2 1.387, C4 1.384, H32 1.080
4 C 0.2102 1.3610 -1.2181  C3 1.384, C5 1.388, H31 1.077
5 C -1.0123 0.7192 -1.0792  C4 1.388, C6 1.392, N10 1.411
6 C -1.1581 -0.5899 -1.5293  C5 1.392, C7 1.380, H9 1.082
7 C -0.0796 -1.2577 -2.0717  C2 1.391, C6 1.380, H8 1.080
8 H -0.1989 -2.2804 -2.3966  C7 1.080
9 H -2.1097 -1.0940 -1.4282  C6 1.082
10 N -2.1030 1.3169 -0.4136  C5 1.411, C11 1.358, H30 1.014
11 C -1.9796 2.1287 0.6680  N10 1.358, O12 1.208, C13 1.529
12 O -1.0165 2.8089 0.9290  C11 1.208
13 C -3.1986 2.1372 1.5908  C11 1.529, H14 1.091, H15 1.090, S16 1.836
14 H -4.0135 2.7136 1.1513  C13 1.091
15 H -2.9070 2.5919 2.5376  C13 1.090
16 S -3.9206 0.4809 1.9168  C13 1.836, C17 1.732
17 C -2.5029 -0.5125 1.8799  S16 1.732, N18 1.296, O29 1.353
18 N -2.4641 -1.7932 1.6833  C17 1.296, N19 1.343
19 N -1.1675 -2.1328 1.5987  N18 1.343, C20 1.299
20 C -0.4686 -1.0465 1.7374  N19 1.299, C21 1.427, O29 1.363
21 C 0.9367 -0.8409 1.5960  C20 1.427, C22 1.376, O25 1.347
22 C 1.6424 0.3405 1.6163  C21 1.376, C23 1.408, H28 1.071
23 C 2.9782 -0.0105 1.3431  C22 1.408, C24 1.365, H27 1.070
24 C 2.9837 -1.3656 1.1771  C23 1.365, O25 1.337, H26 1.072
25 O 1.7572 -1.8749 1.3277  C21 1.347, C24 1.337
26 H 3.7759 -2.0544 0.9589  C24 1.072
27 H 3.8170 0.6510 1.2786  C23 1.070
28 H 1.2387 1.3174 1.7884  C22 1.071
29 O -1.2683 0.0357 1.9537  C17 1.353, C20 1.363
30 H -2.9730 0.8036 -0.5015  N10 1.014
31 H 0.3255 2.3764 -0.8795  C4 1.077
32 H 2.2342 1.1803 -1.8513  C3 1.080
33 H 2.4277 -2.3587 -2.2576  C1 1.089
34 H 3.2527 -0.8320 -2.6073  C1 1.087
35 H 2.1876 -1.5660 -3.8104  C1 1.090

## Properties
SMILES = Cc1ccc(NC(=O)CSc2nnc(-c3ccco3)o2)cc1
LUMO level = 0.4606 eV
HOMO energy = -8.28 eV

=====

Least stable: ii

=====

i.
ORCA calculation (wB97M-V/def2-TZVPD) on C15H13N3O3S in the gas phase.

Last columns: bonded neighbours and bond lengths (Å).
Cartesian coordinates (Å):
1 C 5.5095 1.5383 0.1310  C2 1.484, H33 1.089, H34 1.090, H35 1.085
2 C 4.6587 0.3856 0.5176  C1 1.484, C3 1.373, O30 1.339
3 C 4.7143 -0.4583 1.5987  C2 1.373, C4 1.405, H32 1.071
4 C 3.6545 -1.3676 1.4467  C3 1.405, C5 1.378, H31 1.070
5 C 3.0126 -1.0199 0.2774  C4 1.378, C6 1.452, O30 1.358
6 C 1.8476 -1.6042 -0.3621  C5 1.452, O7 1.211, C8 1.519
7 O 1.2919 -2.5957 0.0551  C6 1.211
8 C 1.3695 -0.8702 -1.6027  C6 1.519, H9 1.089, H10 1.089, S11 1.820
9 H 0.4929 -1.3653 -2.0166  C8 1.089
10 H 2.1721 -0.7835 -2.3338  C8 1.089
11 S 0.8999 0.8382 -1.1877  C8 1.820, C12 1.750
12 C -0.7275 0.5593 -0.6063  S11 1.750, N13 1.283, N22 1.361
13 N -1.2658 -0.6004 -0.7091  C12 1.283, C14 1.365
14 C -2.5372 -0.7688 -0.2411  N13 1.365, C15 1.400, C19 1.409
15 C -3.1292 -2.0347 -0.3208  C14 1.400, C16 1.375, H29 1.078
16 C -4.4112 -2.2200 0.1398  C15 1.375, C17 1.396, H28 1.080
17 C -5.1359 -1.1595 0.6868  C16 1.396, C18 1.375, H27 1.079
18 C -4.5692 0.0901 0.7769  C17 1.375, C19 1.398, H26 1.080
19 C -3.2658 0.2999 0.3179  C14 1.409, C18 1.398, C20 1.450
20 C -2.6552 1.6128 0.4029  C19 1.450, O21 1.218, N22 1.401
21 O -3.1481 2.6322 0.8513  C20 1.218
22 N -1.3488 1.6595 -0.1009  C12 1.361, C20 1.401, N23 1.400
23 N -0.6437 2.8655 -0.0042  N22 1.400, H24 1.024, H25 1.019
24 H -1.2171 3.4723 0.5881  N23 1.024
25 H -0.5505 3.2996 -0.9219  N23 1.019
26 H -5.1041 0.9278 1.1984  C18 1.080
27 H -6.1419 -1.3246 1.0415  C17 1.079
28 H -4.8656 -3.1980 0.0789  C16 1.080
29 H -2.5521 -2.8430 -0.7402  C15 1.078
30 O 3.6384 0.0486 -0.2806  C2 1.339, C5 1.358
31 H 3.3782 -2.1726 2.0959  C4 1.070
32 H 5.4264 -0.4245 2.3976  C3 1.071
33 H 4.8909 2.4195 -0.0318  C1 1.089
34 H 6.0371 1.3254 -0.7983  C1 1.090
35 H 6.2342 1.7433 0.9126  C1 1.085

## Properties
SMILES = Cc1ccc(C(=O)CSc2nc3ccccc3c(=O)n2N)o1
LUMO level = 0.2928 eV
HOMO energy = -8.27 eV

=====

ii.
ORCA calculation (wB97M-V/def2-TZVPD) on C15H13N3O3S in the gas phase.

Last columns: bonded neighbours and bond lengths (Å).
Cartesian coordinates (Å):
1 O -5.0737 -2.5568 0.1339  C2 1.207
2 C -4.1753 -1.7903 0.3823  O1 1.207, N3 1.372, C25 1.517
3 N -2.8781 -2.1194 0.0815  C2 1.372, N4 1.332, H24 1.025
4 N -1.8471 -1.3251 0.3625  N3 1.332, C5 1.277
5 C -0.6662 -1.6608 0.0101  N4 1.277, C6 1.430, H23 1.095
6 C 0.4339 -0.7995 0.3127  C5 1.430, C7 1.344, H22 1.080
7 C 1.7000 -1.0858 -0.0356  C6 1.344, C8 1.450, H21 1.081
8 C 2.8386 -0.2394 0.2627  C7 1.450, C9 1.400, C13 1.406
9 C 2.8551 0.5367 1.4276  C8 1.400, C10 1.380, H20 1.079
10 C 3.9434 1.3138 1.7668  C9 1.380, C11 1.389, H19 1.079
11 C 5.0730 1.3345 0.9589  C10 1.389, C12 1.379, H18 1.078
12 C 5.0935 0.5750 -0.1920  C11 1.379, C13 1.391, H17 1.080
13 C 3.9900 -0.1963 -0.5434  C8 1.406, C12 1.391, N14 1.438
14 N 4.0749 -0.9150 -1.7862  C13 1.438, O15 1.214, O16 1.215
15 O 5.1854 -1.1658 -2.2074  N14 1.214
16 O 3.0445 -1.2199 -2.3523  N14 1.215
17 H 5.9522 0.5718 -0.8464  C12 1.080
18 H 5.9257 1.9385 1.2251  C11 1.078
19 H 3.9184 1.9026 2.6712  C10 1.079
20 H 1.9998 0.5002 2.0838  C9 1.079
21 H 1.8902 -1.9924 -0.5934  C7 1.081
22 H 0.1773 0.1243 0.8096  C6 1.080
23 H -0.4619 -2.5931 -0.5271  C5 1.095
24 H -2.7289 -3.0118 -0.4000  N3 1.025
25 C -4.3452 -0.4189 1.0092  C2 1.517, C26 1.493, H34 1.091, H35 1.092
26 C -3.9640 0.6470 0.0363  C25 1.493, C27 1.359, S30 1.734
27 C -2.9520 1.5501 0.1290  C26 1.359, C28 1.413, H33 1.075
28 C -2.8657 2.4027 -0.9948  C27 1.413, C29 1.356, H32 1.075
29 C -3.8115 2.1309 -1.9271  C28 1.356, S30 1.720, H31 1.072
30 S -4.8311 0.8282 -1.4548  C26 1.734, C29 1.720
31 H -3.9799 2.6129 -2.8693  C29 1.072
32 H -2.1313 3.1811 -1.0992  C28 1.075
33 H -2.2907 1.6061 0.9742  C27 1.075
34 H -3.7018 -0.3453 1.8867  C25 1.091
35 H -5.3917 -0.3207 1.3052  C25 1.092

## Properties
SMILES = O=C(Cc1cccs1)N/N=C/C=C/c1ccccc1[N+](=O)[O-]
LUMO level = -0.8121 eV
HOMO energy = -8.57 eV

=====

Least stable: ii